No. 1
A molecular structure, C34H42N4P2Zn in a non-equilibrium geometry. Source: the OMol25 dataset; level of theory: wB97M-V/def2-TZVPD.

## Properties
Net charge: 0
Energy above the lowest of the compared OMol25 structures with the same formula, charge and spin (kJ/mol): 342.9
Energy (hartree): -4001.55257
Frontier orbital gap (alpha / beta) (Ha): 0.182 / 0.140

Geometry as XYZ:
```
83
C34H42N4P2Zn wB97M-V/def2-TZVPD
Zn 0.05242 -1.93860 -3.24332
C 3.54196 -0.87203 1.80432
C 3.64773 -1.05142 0.48988
C 3.27573 -2.33385 -0.23947
C 1.86562 -2.87479 0.06092
C 1.80343 -4.09830 0.93721
C 2.57374 -4.35792 1.99513
C 3.60016 -3.41130 2.56923
C 3.14220 -1.93103 2.80145
C -1.81567 -1.75180 -2.39522
H 3.74806 0.09787 2.25694
H 4.07892 -0.23675 -0.11540
H 4.01000 -3.12948 -0.06856
H 3.33816 -2.11939 -1.31676
H 1.25709 -2.05262 0.45800
H 1.38461 -3.09647 -0.90901
H 1.00222 -4.77564 0.62973
H 2.44159 -5.30302 2.53800
H 4.53296 -3.43908 1.98538
H 3.84273 -3.83651 3.55725
H 2.04925 -1.93343 2.94102
H 3.61684 -1.63820 3.75318
H -1.97288 -0.73824 -1.98453
H -2.27871 -2.40272 -1.65935
H -2.41966 -1.83425 -3.29858
P 0.49752 -5.16957 -3.28108
P 3.56421 -3.04308 -4.47747
N 0.66021 -6.48841 -2.07187
N -0.19027 -6.39528 -4.46991
N 4.73865 -4.06446 -3.72228
N 4.60044 -3.03089 -6.04704
C 2.20637 -5.42835 -3.83516
C 2.54303 -4.46980 -4.98505
C -0.30944 -6.66339 -1.07446
C -0.04220 -7.86187 -0.38842
C 1.10083 -8.45402 -1.00902
C 1.49062 -7.61682 -2.05013
C -1.43730 -6.21643 -5.06624
C -1.69925 -7.31682 -5.87369
C -0.58574 -8.20661 -5.77020
C 0.31986 -7.62830 -4.88907
C 5.57166 -3.60686 -2.70398
C 6.47746 -4.60276 -2.38743
C 6.18417 -5.72213 -3.22041
C 5.14907 -5.36403 -4.05617
C 5.79504 -3.60112 -6.50011
C 5.91312 -3.36982 -7.87158
C 4.74808 -2.64607 -8.27726
C 3.95642 -2.47866 -7.15643
H 2.35874 -6.44896 -4.21441
H 2.85217 -5.32679 -2.95200
H 3.09089 -5.02822 -5.76179
H 1.63897 -4.02240 -5.43214
H -1.08664 -5.93916 -0.94121
H -0.58843 -8.24568 0.45919
H 1.59133 -9.39052 -0.74902
H 2.28352 -7.75820 -2.76521
H -2.00214 -5.31362 -4.86693
H -2.58689 -7.47734 -6.46673
H -0.44567 -9.15245 -6.26944
H 1.27679 -8.01344 -4.55626
H 5.42865 -2.62127 -2.27780
H 7.24912 -4.54910 -1.64044
H 6.68933 -6.68691 -3.21013
H 4.66993 -5.95650 -4.81678
H 6.49659 -4.12822 -5.85474
H 6.72722 -3.68929 -8.50277
H 4.50521 -2.30115 -9.27170
H 2.98329 -2.00969 -7.03437
C 0.13742 0.51006 -2.58286
C -0.48858 1.35237 -1.60042
C -1.75242 1.99355 -1.77101
C -2.34219 2.69472 -0.70743
C -1.71738 2.80748 0.55607
C -0.45711 2.21005 0.71631
C 0.14554 1.53656 -0.34449
H -0.25382 0.57301 -3.58496
H 1.22419 0.42145 -2.46955
H -2.24451 1.97907 -2.75359
H -3.30462 3.19226 -0.87249
H -2.15954 3.41079 1.37222
H 0.07187 2.26797 1.66432
H 1.13015 1.10271 -0.27281
```

***

No. 2
A molecular structure, C34H43AsCrN4O7S2 in a non-equilibrium geometry. Source: the OMol25 dataset; level of theory: wB97M-V/def2-TZVPD.

## Properties
Net charge: 0
Energy above the lowest of the compared OMol25 structures with the same formula, charge and spin (kJ/mol): 1016.7
Spin multiplicity: 5
Energy (hartree): -6143.43602
Frontier orbital gap (alpha / beta) (Ha): 0.189 / 0.189

Geometry as XYZ:
```
92
C34H43AsCrN4O7S2 wB97M-V/def2-TZVPD
Cr 0.55255 -0.18783 -0.90129
C 0.62705 -2.91533 -5.02929
C 0.58005 -1.40913 -5.31809
N 0.86845 -0.59713 -4.15429
C -1.36715 -0.73313 -3.12749
C -1.96205 -1.33253 -1.83179
N -0.93215 -1.69143 -0.85169
C -0.38195 -3.02593 -1.10579
C 0.36595 -3.61493 0.08611
C 1.60555 -2.82873 0.56241
N 2.09435 -1.80843 -0.36989
C 3.29525 -2.22223 -1.09459
C 3.03895 -3.28313 -2.16239
N 2.03275 -2.77323 -3.06129
C 1.93265 -3.37473 -4.37369
H 0.48485 -3.44143 -5.97669
H -0.19145 -3.17993 -4.35749
H -0.38505 -1.17593 -5.79819
H 1.36945 -1.14613 -6.02769
H 0.92815 0.40327 -4.37559
H -1.70035 -1.31853 -3.99289
H -1.65265 0.32147 -3.26629
H -2.56005 -2.22143 -2.08359
H -2.62115 -0.58923 -1.38439
H -1.36995 -1.69703 0.07241
H 0.30395 -2.94773 -1.95649
H -1.19435 -3.72263 -1.35939
H 0.66315 -4.62333 -0.20729
H -0.31375 -3.71763 0.93721
H 2.41165 -3.54103 0.78251
H 1.34445 -2.32553 1.49571
H 2.38125 -1.01313 0.19331
H 4.04735 -2.59723 -0.38609
H 3.70155 -1.33943 -1.59009
H 2.67275 -4.21533 -1.71499
H 3.99895 -3.51623 -2.65819
H 2.15925 -1.77053 -3.17749
H 1.90045 -4.46323 -4.24689
H 2.78615 -3.13013 -5.03169
O 1.70195 1.47737 -1.10689
S 0.74575 2.18917 -0.10059
O -0.04375 2.90527 1.74331
O -0.53855 1.51347 -0.58329
C 0.42585 3.82227 -0.92309
C 0.17495 5.00867 -0.25749
C -0.16845 6.12927 -1.00239
C -0.22515 6.07107 -2.38859
C 0.03445 4.88037 -3.05109
C 0.33915 3.77467 -2.28449
S 0.36975 2.08537 -2.99789
O -0.95705 2.07047 -3.67429
O 1.43915 2.12577 -4.02339
O 0.06075 -0.81683 -3.00589
H 0.19805 5.02357 0.82021
H -0.41105 7.05357 -0.49649
H -0.50885 6.94847 -2.95289
H -0.02255 4.78447 -4.12549
O 0.69815 0.00487 1.13231
As -0.33175 0.57277 2.30871
C -0.58095 -1.12713 3.31581
C -1.74225 -1.88653 3.23031
C -1.82645 -3.12003 3.85601
C -0.73885 -3.62043 4.55281
C 0.43585 -2.88703 4.61881
C 0.50905 -1.64603 4.00811
C 0.71425 1.67077 3.48891
C 0.72455 1.80327 4.85161
C 1.29945 2.93917 5.42771
C 1.65995 4.03327 4.61051
C 1.53195 4.00987 3.26251
C 1.08105 2.78107 2.54591
C -2.22875 1.05417 2.19661
C -3.03245 1.07957 1.07271
C -4.37865 1.39967 1.19901
C -4.90715 1.71297 2.44001
C -4.09265 1.71897 3.56211
C -2.75725 1.38537 3.43961
H -2.59185 -1.48703 2.68371
H -2.74715 -3.68303 3.81421
H -0.80645 -4.57903 5.04591
H 1.28475 -3.28003 5.16041
H 1.41475 -1.04573 4.05921
H 0.30755 1.01657 5.47911
H 1.42375 3.00637 6.49781
H 2.02595 4.93327 5.08921
H 1.76155 4.86947 2.65091
H 1.92075 2.44347 1.86301
H -2.58465 0.90117 0.10381
H -5.01825 1.41227 0.32541
H -5.95435 1.96387 2.52931
H -4.50055 1.98637 4.52581
H -2.10215 1.38277 4.30571
```

***

No. 3
A molecular structure, C34H43AsN7O2RuS2Si2. Source: the OMol25 dataset; level of theory: wB97M-V/def2-TZVPD.

## Properties
Net charge: 0
Energy above the lowest of the compared OMol25 structures with the same formula, charge and spin (kJ/mol): 0.0
Spin multiplicity: 6
Energy (hartree): -5561.33018
Frontier orbital gap (alpha / beta) (Ha): 0.263 / 0.227

Geometry as XYZ:
```
92
C34H43AsN7O2RuS2Si2 wB97M-V/def2-TZVPD
Ru -0.67178 -1.02465 1.43754
C -3.95354 0.39733 2.01551
C -3.04457 0.88592 3.10672
C -3.55602 1.83381 4.02958
C -2.74906 2.32005 5.00498
C -1.41621 1.86561 5.10677
C -0.54110 2.34341 6.10597
C 0.73488 1.86592 6.15819
C 1.17838 0.90574 5.23105
C 0.36185 0.40729 4.23699
S 1.00563 -0.77227 3.11515
C -0.97737 0.90426 4.16418
N -1.80698 0.45246 3.17008
H -4.96596 0.26419 2.40006
H -3.60406 -0.54456 1.60573
H -3.99560 1.13638 1.20868
H -4.58575 2.15581 3.93501
H -3.11028 3.05382 5.71760
H -0.90131 3.08136 6.81291
H 1.42238 2.22378 6.91488
H 2.19672 0.54240 5.28954
C -2.04118 -5.64622 -1.38956
C -2.36484 -5.26223 0.00599
N -2.91702 -6.00787 0.90639
N -2.95784 -5.20616 2.02511
C -2.42963 -3.99183 1.84400
S -2.17526 -2.72651 2.90634
N -2.07956 -4.01608 0.53088
N -1.40314 -2.95821 -0.06458
H -2.26007 -6.70146 -1.52615
H -0.98437 -5.46113 -1.59136
H -2.63357 -5.06648 -2.09984
H -3.30635 -5.56921 2.89565
H -0.46643 -3.29602 -0.37404
H -1.95353 -2.58169 -0.83120
O 1.08391 -3.81169 -0.72375
C 1.61119 -2.68959 -0.76661
N 2.64005 -2.38659 -1.61402
C 3.04212 -1.00548 -1.47978
C 1.99538 -0.54911 -0.42284
O 1.89363 0.61315 -0.07048
N 1.22783 -1.59556 -0.03919
C 4.47516 -0.87363 -0.98518
C 5.48937 -1.43636 -1.75762
C 6.81270 -1.35441 -1.35806
C 7.14071 -0.69523 -0.17795
C 6.13690 -0.12644 0.58892
C 4.80718 -0.21166 0.18919
C 2.80134 -0.17644 -2.74030
C 3.24341 1.14479 -2.78066
C 2.97464 1.94065 -3.88219
C 2.26786 1.42703 -4.96496
C 1.83021 0.11333 -4.93187
C 2.08923 -0.68320 -3.82068
H 3.14915 -3.11541 -2.08246
H 5.24693 -1.93217 -2.69337
H 7.58870 -1.79936 -1.96822
H 8.17363 -0.62579 0.13843
H 6.38203 0.38887 1.50921
H 4.02812 0.23769 0.79128
H 3.79437 1.54763 -1.93760
H 3.32109 2.96672 -3.89854
H 2.06434 2.04927 -5.82742
H 1.28068 -0.29817 -5.77025
H 1.73561 -1.70601 -3.79506
C -3.92446 2.00590 -2.19780
Si -2.63371 0.65524 -2.20224
C -1.53968 0.81705 -3.70275
C -3.49220 -1.01343 -2.21901
As -1.26641 0.70674 -0.30543
Si -0.67090 2.95618 0.12015
C -2.20720 3.84366 0.71640
C -0.03606 3.70661 -1.46330
C 0.60472 3.01313 1.46410
H -4.54605 1.90656 -3.09395
H -3.47210 2.99938 -2.21623
H -4.58092 1.94317 -1.32637
H -2.12824 0.73561 -4.62247
H -0.77166 0.04029 -3.71448
H -1.02367 1.78088 -3.71044
H -4.35577 -0.98064 -2.89046
H -3.85328 -1.29586 -1.22650
H -2.82622 -1.79759 -2.59329
H -3.02344 3.83322 -0.00658
H -1.95955 4.88918 0.93066
H -2.56219 3.39586 1.64865
H -0.80288 3.73989 -2.24158
H 0.81261 3.12977 -1.84017
H 0.30152 4.73189 -1.27979
H 0.24714 2.50895 2.36344
H 0.80662 4.05846 1.72190
H 1.52909 2.52608 1.15477
```

***

No. 4
A molecular structure, C34H43BaN10S in a non-equilibrium geometry. Source: the OMol25 dataset; level of theory: wB97M-V/def2-TZVPD.

## Properties
Net charge: +1
Energy above the lowest of the compared OMol25 structures with the same formula, charge and spin (kJ/mol): 45.6
Energy (hartree): -2292.45551
Frontier orbital gap (Ha): 0.283

Geometry as XYZ:
```
89
C34H43BaN10S wB97M-V/def2-TZVPD
Ba 0.51466 0.72096 0.48546
C 2.06022 2.06145 4.03052
C 0.84374 1.19736 4.37789
N 0.69591 0.02768 3.50738
C 1.50159 -1.14856 3.83225
C 2.99900 -1.02495 3.55412
S 3.45570 -0.44814 1.88524
C 4.34862 1.10326 2.21815
C 3.53508 2.39566 2.07540
N 2.17507 2.27134 2.59047
H 1.97439 3.00263 4.58216
H 2.97099 1.58731 4.38991
H 0.89235 0.91885 5.43860
H -0.05127 1.80905 4.24285
H -0.27495 -0.26383 3.54123
H 1.39488 -1.43459 4.88735
H 1.11103 -1.97520 3.23422
H 3.48928 -0.37129 4.27151
H 3.44114 -2.01346 3.67214
H 4.79074 1.00193 3.20908
H 5.17481 1.12593 1.50895
H 4.10542 3.19253 2.56942
H 3.45384 2.65993 1.01868
H 1.64461 3.08954 2.31367
C -2.38072 4.37665 2.24459
C -2.08314 5.45475 1.41806
C -1.05415 5.34719 0.50578
C -0.29934 4.17016 0.43046
N -0.62034 3.11647 1.21190
C -1.62983 3.23366 2.08588
C 0.84116 4.03155 -0.51877
C 1.47154 5.19016 -0.99214
C 2.47814 5.10115 -1.93903
C 2.86461 3.85385 -2.41452
C 2.27232 2.70693 -1.89358
C 1.24789 2.74719 -0.93568
H -3.17953 4.41835 2.97200
H -2.66197 6.36781 1.48023
H -0.84356 6.16457 -0.16772
H -1.84608 2.35210 2.68662
H 1.20069 6.17125 -0.61578
H 2.95899 5.99996 -2.30349
H 3.63200 3.78067 -3.17788
H 2.61780 1.74167 -2.26830
C -2.74977 -1.40614 -0.06363
N -2.13233 -1.12100 1.25306
C -3.12604 -0.37158 2.05426
N -4.37604 -1.10020 2.21394
C -4.92574 -1.37101 0.87890
N -3.99446 -2.15150 0.05354
C -3.70968 -3.41326 0.74806
N -3.13169 -3.18738 2.07862
C -1.90410 -2.42013 1.92236
C -4.08216 -2.38570 2.86007
H -2.04251 -1.99020 -0.65744
H -2.94716 -0.45968 -0.57367
H -3.32772 0.58270 1.56207
H -2.70355 -0.17594 3.04432
H -5.13715 -0.42388 0.38049
H -5.85763 -1.92597 0.98484
H -3.01033 -4.00116 0.15073
H -4.63644 -3.97678 0.85501
H -1.18877 -2.99822 1.33298
H -1.47580 -2.23570 2.91150
H -3.66380 -2.20090 3.85081
H -5.00984 -2.94599 2.97339
C 2.68700 -3.05101 -2.42480
C 2.53408 -1.84333 -1.76643
N 1.36097 -1.20940 -1.69019
C 0.30709 -1.77219 -2.28786
C 0.35728 -2.97224 -2.98083
C 1.58233 -3.62688 -3.02856
C -0.86330 -3.55676 -3.59473
C -1.14923 -3.62993 -4.89097
C -0.36423 -3.06845 -6.01190
C -0.61984 -3.48639 -7.31075
C 0.14101 -2.92408 -8.31995
N 1.07467 -2.00724 -8.08003
C 1.23228 -1.66412 -6.80399
N 0.56792 -2.14482 -5.75897
H 3.65651 -3.52903 -2.46516
H 3.37544 -1.36561 -1.27752
H -0.62364 -1.21080 -2.25933
H 1.66596 -4.57057 -3.55373
H -1.56914 -3.99956 -2.89637
H -2.05390 -4.15135 -5.18466
H -1.38231 -4.22495 -7.52339
H 0.00124 -3.21422 -9.35555
H 1.98125 -0.90894 -6.59383
```

***

No. 5
6 unconnected molecules or ions with the total composition C34H43F15N2O10 in a non-equilibrium geometry. Source: the OMol25 dataset; level of theory: wB97M-V/def2-TZVPD.

## Properties
Net charge: 0
SMILES: CCCCCCc1ccc2nccnc2c1.CCOC(=O)C(F)(F)F.CCOC(=O)C(F)(F)F.CCOC(=O)C(F)(F)F.CCOC(=O)C(F)(F)F.CCOC(=O)C(F)(F)F
Energy (hartree): -3681.34618
Frontier orbital gap (Ha): 0.320

Geometry as XYZ:
```
104
C34H43F15N2O10 wB97M-V/def2-TZVPD
C -3.58680 1.82541 -0.96992
C -4.70212 1.22098 -0.05910
C -5.24204 -0.05338 -0.79415
C -5.90025 -1.08358 0.17585
C -5.54609 -2.55693 -0.10872
C -4.11307 -2.96234 0.30454
C -3.00916 -2.53130 -0.66246
C -1.81653 -1.89829 -0.18113
C -0.87251 -1.51291 -1.08234
C -1.02079 -1.70934 -2.47883
N -0.03107 -1.24922 -3.30411
C -0.28607 -1.46434 -4.56981
C -1.45373 -2.14258 -5.04197
N -2.41960 -2.59868 -4.28275
C -2.18068 -2.34415 -2.95838
C -3.15719 -2.74030 -2.00087
H -2.85451 1.01938 -1.13188
H -4.07189 2.07016 -1.92602
H -3.13413 2.70433 -0.49549
H -5.56070 1.90294 0.02765
H -4.31643 0.97608 0.94047
H -6.02173 0.27799 -1.49967
H -4.41474 -0.46144 -1.38800
H -6.99280 -0.98643 0.04989
H -5.68923 -0.77999 1.21173
H -6.23128 -3.16617 0.51149
H -5.79378 -2.83476 -1.14550
H -3.87470 -2.59078 1.31155
H -4.08907 -4.06669 0.34534
H -1.65747 -1.70929 0.88157
H 0.01598 -1.02325 -0.67769
H 0.44475 -1.10818 -5.30148
H -1.55444 -2.28824 -6.12329
H -4.07129 -3.20586 -2.37343
C -11.28571 -1.85499 2.36283
C -10.81356 -1.37655 3.71996
O -9.57347 -2.00624 4.09336
C -8.47852 -1.51981 3.51973
O -8.44440 -0.61846 2.73512
C -7.24067 -2.25875 4.04206
F -7.40448 -3.58922 4.02800
F -6.96458 -1.91297 5.30864
F -6.15888 -1.98754 3.31163
H -11.36137 -2.94334 2.34860
H -12.25988 -1.42810 2.12584
H -10.58467 -1.57122 1.57840
H -11.53802 -1.65690 4.48265
H -10.71089 -0.29173 3.75297
C 1.17295 -2.04301 5.70862
C 1.06967 -2.28094 4.21674
O 0.43911 -1.16744 3.55228
C 1.20309 -0.10264 3.34789
O 2.35202 0.00433 3.66408
C 0.40986 0.97398 2.60015
F -0.79828 1.18142 3.13814
F 0.20690 0.63125 1.31957
F 1.04121 2.15297 2.59834
H 0.18993 -1.82265 6.12751
H 1.58260 -2.92115 6.20677
H 1.81467 -1.19055 5.92927
H 0.43828 -3.14645 4.02371
H 2.04347 -2.48390 3.77083
C 1.32026 -4.01613 -4.87583
C 1.65749 -5.41319 -4.39875
O 2.73202 -5.98646 -5.16823
C 3.95541 -5.56792 -4.86163
O 4.22628 -4.77012 -4.01357
C 4.99027 -6.29204 -5.73189
F 4.64188 -6.29083 -7.02633
F 5.12232 -7.57359 -5.35592
F 6.19183 -5.72465 -5.64393
H 1.09657 -4.02346 -5.94493
H 0.46451 -3.63197 -4.33649
H 2.15815 -3.33459 -4.72862
H 0.79914 -6.06787 -4.54086
H 1.90395 -5.42776 -3.33683
C 3.53374 3.26045 1.68383
C 4.44813 2.22225 2.29899
O 5.78121 2.30893 1.75245
C 6.54228 3.28592 2.22581
O 6.21958 4.08544 3.05482
C 7.93272 3.22394 1.58259
F 7.86698 3.08370 0.24980
F 8.64100 2.18418 2.04863
F 8.64227 4.32827 1.82703
H 3.53434 3.17216 0.59542
H 2.52123 3.13892 2.04677
H 3.86632 4.27113 1.92223
H 4.08657 1.22431 2.06156
H 4.47949 2.30344 3.38530
C 8.98675 6.43701 0.32182
C 9.57142 7.38137 -0.70823
O 8.62258 7.66913 -1.75389
C 7.67709 8.55277 -1.45559
O 7.55569 9.11745 -0.40872
C 6.77291 8.78299 -2.67301
F 6.38612 7.62829 -3.23327
F 7.41025 9.49073 -3.61886
F 5.66956 9.45505 -2.34802
H 8.62486 5.53223 -0.16045
H 9.73619 6.17139 1.06263
H 8.13869 6.89001 0.83521
H 10.42615 6.91319 -1.19385
H 9.92459 8.30769 -0.25398
```